Record 1
{
  "formula": "C3H5ClO",
  "method": "wB97M-V/def2-TZVPD",
  "relative_energy_kj_mol": 99.70,
  "e_tot_ev": -17760.7444,
  "orbital_gap_ha": 0.39136,
  "spin_multiplicity": 1,
  "homo_ev": -9.9,
  "smiles": "C=C(Cl)CO",
  "total_charge": 0,
  "elements": ["C", "C", "C", "H", "H", "H", "H", "H", "O", "Cl"],
  "coordinates": [[-0.893, -0.231, 0.353], [0.453, 0.499, 0.011], [1.577, -0.207, 0.090], [-1.743, 0.054, -1.405], [-0.690, -1.077, 0.993], [-1.385, 0.578, 0.958], [1.414, -1.206, 0.469], [2.568, 0.094, -0.323], [-1.685, -0.696, -0.739], [0.383, 2.192, -0.407]],
  "forces_ev_per_angstrom": [[0.3, 2.5, 0.3], [-0.4, -1.6, 0.1], [0.3, 0.6, -0.9], [0.0, -1.4, 1.2], [0.1, -0.2, 0.0], [-0.4, -1.0, -0.4], [0.5, -0.2, -0.2], [-0.9, -0.1, 0.8], [0.6, 1.8, -0.8], [-0.1, -0.5, -0.2]]
}

***

Record 2
{
  "formula": "C3H5ClO2",
  "method": "wB97M-V/def2-TZVPD",
  "relative_energy_kj_mol": 134.40,
  "e_tot_ev": -19808.4392,
  "orbital_gap_ha": 0.38728,
  "spin_multiplicity": 1,
  "homo_ev": -10.4,
  "smiles": "O=C[C@H](Cl)CO",
  "total_charge": 0,
  "elements": ["C", "C", "C", "H", "H", "H", "H", "H", "O", "O", "Cl"],
  "coordinates": [[0.505, -1.203, 0.282], [-0.227, 0.037, -0.373], [0.325, 1.309, 0.178], [2.232, -0.454, 0.196], [-0.076, -2.145, -0.050], [0.391, -1.071, 1.400], [-0.006, -0.068, -1.467], [-0.068, 1.930, 1.008], [1.813, -1.303, -0.115], [1.509, 1.578, -0.083], [-1.922, -0.073, -0.001]],
  "forces_ev_per_angstrom": [[-2.0, -0.5, 0.7], [0.6, -0.8, -0.7], [4.0, 0.5, 0.4], [-0.1, -1.1, -0.7], [1.0, 1.5, 0.6], [0.1, -0.4, -0.9], [-0.4, 0.5, 0.9], [-1.0, -0.5, -0.5], [1.1, 1.2, 0.4], [-2.0, -0.3, 0.0], [-1.0, -0.1, -0.1]]
}

***

Record 3
{
  "formula": "C3H5ClO2S",
  "method": "wB97M-V/def2-TZVPD",
  "relative_energy_kj_mol": 224.65,
  "e_tot_ev": -30641.8986,
  "orbital_gap_ha": 0.36862,
  "spin_multiplicity": 1,
  "homo_ev": -10.0,
  "total_charge": 0,
  "elements": ["C", "C", "C", "O", "O", "S", "Cl", "H", "H", "H", "H", "H"],
  "coordinates": [[0.529, -0.234, 1.725], [-0.477, -0.840, 1.146], [1.294, 0.483, 2.499], [0.162, 0.827, -1.673], [-1.271, -1.112, -2.331], [-1.304, 0.302, -2.216], [-1.074, 1.012, -4.184], [-0.481, -1.682, 0.480], [-1.482, -0.546, 1.011], [0.818, 0.272, -2.031], [1.912, 1.324, 2.065], [1.374, 0.193, 3.510]],
  "forces_ev_per_angstrom": [[-1.6, 0.1, 0.1], [0.9, -0.5, -0.9], [0.9, 0.8, -1.9], [-2.7, 0.9, 0.5], [0.0, -1.3, 0.0], [1.1, 1.8, 0.2], [-0.1, 0.0, 0.0], [1.3, -0.8, 0.0], [-1.0, 1.5, 0.9], [1.7, -1.3, -0.8], [-0.8, -1.1, 0.7], [0.3, 0.0, 1.0]]
}